Entry 1:
A 12-piece molecular cluster, C37H85N3O17S4 overall, computed with ωB97M-V with the def2-TZVPD basis set.

Calculated values
Net charge ... 0
E_HOMO ... -0.32024 Eh
HOMO-LUMO gap ... 8.89 eV
Largest force on an atom ... 2.6 eV/A

Cartesian coordinates (Å):
C1 -29.05 5.09 10.05
S1 -29.65 6.39 11.16
O1 -29.22 5.86 12.49
C2 -28.33 7.56 10.63
H1 -28.09 4.82 10.49
H2 -28.88 5.53 9.07
H3 -29.61 4.17 9.92
H4 -28.39 8.47 11.22
H5 -28.31 7.78 9.56
H6 -27.33 7.16 10.79
C3 -22.06 8.55 9.01
S2 -23.75 7.97 8.58
O2 -23.63 6.58 8.03
C4 -24.32 7.98 10.35
H7 -22.11 9.64 9.05
H8 -21.49 8.16 8.17
H9 -21.54 8.22 9.91
H10 -23.52 7.51 10.91
H11 -25.32 7.57 10.46
H12 -24.40 9.02 10.65
C5 -18.10 5.57 13.05
S3 -19.23 6.96 12.92
O3 -18.57 7.92 11.95
C6 -20.54 6.11 11.94
H13 -17.40 5.82 13.85
H14 -17.43 5.48 12.19
H15 -18.50 4.59 13.30
H16 -21.41 6.74 11.84
H17 -20.80 5.23 12.54
H18 -20.20 5.68 11.00
C7 -21.89 7.13 15.21
S4 -23.33 8.02 14.57
O4 -23.43 7.70 13.09
C8 -24.60 7.02 15.44
H19 -21.86 6.06 14.99
H20 -21.82 7.28 16.28
H21 -21.06 7.59 14.68
H22 -25.55 7.47 15.17
H23 -24.38 7.09 16.50
H24 -24.56 5.96 15.16
C9 -21.03 12.69 12.63
O5 -21.07 12.19 13.75
N1 -21.27 11.98 11.52
C10 -21.27 10.53 11.55
C11 -21.63 12.61 10.27
H25 -20.89 13.77 12.45
H26 -20.63 10.18 10.73
H27 -22.27 10.11 11.50
H28 -20.76 10.05 12.38
H29 -21.91 13.66 10.36
H30 -20.77 12.67 9.60
H31 -22.48 12.12 9.79
C12 -29.24 6.89 6.08
O6 -29.62 6.75 7.23
N2 -27.96 7.15 5.74
C13 -26.86 7.33 6.69
C14 -27.52 7.09 4.36
H32 -29.89 6.86 5.19
H33 -27.16 7.13 7.71
H34 -26.51 8.35 6.55
H35 -26.08 6.62 6.40
H36 -28.35 7.23 3.66
H37 -26.86 7.91 4.10
H38 -26.98 6.15 4.23
C15 -17.42 6.21 9.12
O7 -17.00 5.14 8.70
N3 -17.55 7.31 8.36
C16 -18.11 8.57 8.85
C17 -17.01 7.34 7.03
H39 -17.85 6.41 10.11
H40 -17.46 9.41 8.65
H41 -18.42 8.45 9.89
H42 -19.07 8.63 8.33
H43 -16.12 7.96 6.92
H44 -16.71 6.38 6.62
H45 -17.75 7.80 6.36
O8 -21.80 11.62 4.46
C18 -21.61 10.82 5.35
O9 -22.55 10.19 6.01
C19 -23.95 10.33 5.73
C20 -24.37 9.62 4.48
C21 -20.25 10.27 5.68
H46 -24.25 11.38 5.67
H47 -24.50 9.98 6.60
H48 -24.21 8.53 4.56
H49 -23.91 10.00 3.57
H50 -25.46 9.66 4.43
H51 -19.41 10.85 5.32
H52 -20.21 9.30 5.16
H53 -20.20 10.04 6.74
O10 -24.57 5.55 4.37
C22 -23.66 4.77 4.24
O11 -22.47 4.72 4.86
C23 -21.89 5.85 5.47
C24 -20.42 5.51 5.82
C25 -23.84 3.54 3.41
H54 -22.42 6.21 6.36
H55 -21.96 6.72 4.81
H56 -19.78 6.20 6.36
H57 -20.02 5.43 4.80
H58 -20.32 4.51 6.22
H59 -24.69 3.63 2.73
H60 -23.96 2.67 4.06
H61 -22.97 3.41 2.76
O12 -26.08 2.24 13.14
C26 -25.70 2.95 14.03
O13 -25.29 4.22 13.92
C27 -25.43 4.88 12.67
C28 -24.33 4.54 11.69
C29 -25.42 2.41 15.42
H62 -25.30 5.95 12.85
H63 -26.43 4.70 12.29
H64 -24.42 4.92 10.67
H65 -24.06 3.49 11.60
H66 -23.43 5.07 12.01
H67 -26.17 1.66 15.68
H68 -25.47 3.19 16.18
H69 -24.45 1.91 15.44
O14 -26.17 9.22 12.44
C30 -26.69 9.95 13.24
O15 -26.06 11.01 13.78
C31 -24.81 11.42 13.23
C32 -24.21 12.43 14.18
C33 -28.10 9.84 13.70
H70 -24.84 11.73 12.19
H71 -24.13 10.57 13.21
H72 -24.09 12.02 15.18
H73 -24.68 13.41 14.30
H74 -23.18 12.59 13.83
H75 -28.74 10.51 13.11
H76 -28.29 10.11 14.74
H77 -28.44 8.82 13.52
O16 -26.60 10.37 7.98
C34 -26.90 11.17 8.84
O17 -28.11 11.26 9.38
C35 -29.21 10.49 8.88
C36 -30.13 11.41 8.11
C37 -25.87 12.04 9.48
H78 -29.78 10.26 9.78
H79 -28.89 9.59 8.36
H80 -30.97 10.84 7.71
H81 -29.64 11.86 7.25
H82 -30.49 12.20 8.77
H83 -25.19 11.36 10.01
H84 -26.24 12.78 10.19
H85 -25.21 12.49 8.75

Entry 2:
A 10-piece molecular cluster, C37H86F3N3O13 overall, computed with ωB97M-V with the def2-TZVPD basis set.

Calculated values
Net charge ... 0
E_HOMO ... -0.24768 Eh
HOMO-LUMO gap ... 1.61 eV
Largest force on an atom ... 7.6 eV/A

Cartesian coordinates (Å):
C1 5.47 -3.50 9.33
C2 5.91 -2.51 8.14
C3 7.43 -2.29 8.28
C4 8.35 -3.41 7.81
C5 7.97 -3.76 6.37
C6 6.45 -4.07 6.03
N1 5.60 -3.07 6.74
O1 4.23 -3.10 6.41
C7 6.06 -5.53 6.37
C8 6.30 -3.82 4.51
C9 5.30 -1.07 8.25
H1 5.85 -4.52 9.19
H2 4.38 -3.58 9.35
H3 5.80 -3.15 10.30
H4 7.63 -2.02 9.32
H5 7.71 -1.41 7.71
H6 8.30 -4.35 8.36
H7 9.36 -3.01 7.79
H8 8.61 -4.52 5.92
H9 8.33 -2.82 5.93
H10 5.05 -5.87 6.15
H11 6.21 -5.63 7.45
H12 6.68 -6.33 5.96
H13 5.26 -4.02 4.24
H14 6.91 -4.53 3.95
H15 6.50 -2.84 4.07
H16 5.78 -0.28 7.67
H17 5.42 -0.76 9.28
H18 4.23 -1.09 8.04
C10 0.95 0.83 -0.48
O2 0.49 0.42 -1.75
O3 2.28 1.18 -0.67
C11 -0.04 1.85 0.25
F1 -0.01 3.15 -0.20
F2 -1.34 1.53 0.08
F3 0.18 1.87 1.59
C12 -0.61 -0.47 -1.76
C13 -0.73 -0.77 -3.25
H19 -0.58 0.14 -3.81
H20 0.11 -1.41 -3.50
H21 -1.67 -1.26 -3.52
H22 -1.61 -0.16 -1.45
H23 -0.30 -1.43 -1.34
H24 0.86 -0.03 0.19
C14 -9.82 -2.39 -5.40
C15 -10.48 -2.23 -4.01
C16 -10.01 -3.36 -3.08
C17 -8.56 -3.10 -2.60
C18 -8.08 -4.26 -1.58
C19 -8.04 -5.63 -2.28
H25 -10.21 -1.69 -6.14
H26 -10.15 -3.31 -5.87
H27 -8.75 -2.17 -5.38
H28 -10.36 -1.26 -3.52
H29 -11.56 -2.25 -4.14
H30 -10.17 -4.29 -3.62
H31 -10.68 -3.36 -2.22
H32 -7.81 -3.13 -3.39
H33 -8.30 -2.17 -2.10
H34 -7.18 -4.04 -1.00
H35 -8.73 -4.40 -0.71
H36 -8.99 -5.81 -2.79
H37 -7.32 -5.54 -3.09
H38 -7.82 -6.50 -1.66
C20 -2.09 -7.94 -8.87
C21 -2.95 -8.48 -7.73
C22 -4.45 -8.69 -8.07
C23 -5.30 -7.46 -8.52
C24 -6.76 -7.78 -8.73
C25 -7.03 -8.98 -9.67
H39 -2.61 -7.06 -9.27
H40 -2.02 -8.44 -9.84
H41 -1.11 -7.63 -8.53
H42 -2.56 -9.39 -7.27
H43 -2.86 -7.61 -7.08
H44 -4.96 -9.15 -7.23
H45 -4.61 -9.42 -8.88
H46 -5.22 -6.77 -7.68
H47 -4.86 -6.97 -9.39
H48 -7.24 -7.84 -7.75
H49 -7.17 -6.90 -9.22
H50 -6.47 -8.97 -10.61
H51 -6.97 -9.98 -9.23
H52 -8.09 -9.02 -9.96
C26 7.94 3.84 3.84
C27 8.20 4.57 2.52
O4 7.01 5.18 2.04
O5 7.40 2.58 3.49
H53 7.32 4.36 4.57
H54 8.91 3.57 4.27
H55 8.55 3.86 1.77
H56 9.01 5.29 2.40
H57 6.52 4.54 1.53
H58 6.87 2.71 2.69
C28 -0.64 10.75 0.09
C29 0.76 11.14 -0.38
O6 0.81 11.09 -1.81
O7 -1.52 11.78 -0.14
H59 -0.51 10.49 1.14
H60 -0.90 9.78 -0.34
H61 1.41 10.34 -0.03
H62 1.16 12.04 0.07
H63 1.51 10.47 -2.03
H64 -1.90 11.68 -1.02
C30 -5.08 4.53 6.00
C31 -4.61 5.95 5.43
O8 -4.76 6.97 6.42
O9 -4.46 4.19 7.21
H65 -4.85 3.78 5.24
H66 -6.17 4.55 6.09
H67 -5.10 6.23 4.50
H68 -3.55 5.90 5.18
H69 -4.48 6.60 7.25
H70 -4.60 4.89 7.86
C32 5.32 0.37 -5.78
C33 6.27 -0.68 -5.21
O10 5.64 -1.23 -4.08
O11 5.29 1.60 -5.12
H71 4.27 0.08 -5.79
H72 5.58 0.59 -6.81
H73 7.27 -0.29 -4.99
H74 6.44 -1.43 -5.98
H75 5.18 -0.53 -3.60
H76 4.97 1.44 -4.22
O12 4.29 8.51 7.73
C34 4.76 8.79 6.65
N2 4.14 8.28 5.62
C35 5.84 9.76 6.56
H77 3.43 7.60 5.85
H78 4.52 8.31 4.69
H79 5.92 10.24 7.53
H80 5.58 10.54 5.84
H81 6.80 9.40 6.19
O13 -4.37 6.41 -4.20
C36 -4.19 5.22 -4.56
N3 -2.98 4.71 -4.59
C37 -5.26 4.27 -4.93
H82 -2.88 3.70 -4.54
H83 -2.21 5.25 -4.23
H84 -5.05 3.91 -5.94
H85 -6.18 4.86 -5.02
H86 -5.36 3.48 -4.19